Below is one molecule with the formula C9H10N2 at a distorted geometry, with properties calculated with ωB97M-V with the def2-TZVPD basis set.

Relative energy (zero: lowest compared OMol25 entry of this formula, charge and spin): 139.3 kcal per mole
HOMO level (spin up / spin down): -0.290 / -0.300 Ha
LUMO level (spin up / spin down): 0.0107 / -0.0003 hartree
E: -12469.5768 eV

Geometry as XYZ:
```
21
C9H10N2, DFT ωB97M-V with the def2-TZVPD basis set
C -2.428 -0.771 0.333
C -2.761 0.555 0.235
C -1.154 -1.258 -0.051
C -1.745 1.485 0.117
C -0.129 -0.350 -0.284
C -0.435 1.026 -0.132
C 1.210 -0.951 -0.807
C 2.264 -1.069 0.431
C 0.667 2.036 -0.127
N 1.857 1.646 0.060
N 3.178 -0.130 0.444
H -3.317 -1.439 0.477
H -3.796 0.755 0.599
H -0.825 -2.316 0.065
H -1.914 2.581 0.048
H 1.101 -1.992 -1.102
H 1.879 -0.287 -1.343
H 1.616 -1.154 1.299
H 2.434 -2.136 0.263
H 0.342 3.104 -0.073
H 2.537 2.383 -0.099
```

---

Below is one molecule with the formula C9H10N2O2 at a distorted geometry, with properties calculated with ωB97M-V with the def2-TZVPD basis set.

SMILES string: N[C@@]1([N+](=O)[O-])CCc2ccccc21
Relative energy (zero: lowest compared OMol25 entry of this formula, charge and spin): 97.4 kcal per mole
HOMO level: -0.337 Ha
LUMO level: 0.0189 hartree
E: -16566.4967 eV

Geometry as XYZ:
```
23
C9H10N2O2, DFT ωB97M-V with the def2-TZVPD basis set
C -2.602 0.995 -0.718
C -1.809 1.975 -0.068
C -2.171 -0.294 -0.940
C -0.522 1.681 0.279
C -0.864 -0.661 -0.510
C -0.111 0.354 0.054
C -0.133 -1.980 -0.380
C 1.250 -1.733 0.259
C 1.205 -0.244 0.497
N 1.656 0.277 1.798
N 2.162 0.438 -0.576
O 2.235 -0.209 -1.586
O 2.580 1.524 -0.310
H -3.636 1.205 -1.028
H -1.984 3.030 0.167
H -2.671 -1.072 -1.431
H 0.103 2.356 0.621
H -0.886 -2.687 0.162
H -0.123 -2.367 -1.303
H 1.323 -2.235 1.131
H 2.012 -1.907 -0.375
H 0.960 0.326 2.523
H 2.028 1.229 1.735
```

---

Below is one molecule with the formula C9H10N2O2 at a distorted geometry, with properties calculated with ωB97M-V with the def2-TZVPD basis set.

Relative energy (zero: lowest compared OMol25 entry of this formula, charge and spin): 174.3 kcal per mole
HOMO level: -0.295 Ha
LUMO level: -0.0403 hartree
E: -16563.1592 eV

Geometry as XYZ:
```
23
C9H10N2O2, DFT ωB97M-V with the def2-TZVPD basis set
C -2.117 -0.536 -1.524
C 0.327 1.326 0.956
C -1.794 -0.002 -0.356
C 1.668 1.211 0.790
C -1.147 -2.721 -0.642
C -0.593 -1.856 0.421
C -1.594 -1.897 -1.920
C -0.373 0.133 1.546
C 2.574 2.281 0.367
N -1.024 -0.664 0.550
N 2.194 -0.011 1.188
O 3.411 -0.129 1.244
O -1.367 -3.874 -0.436
H -2.501 0.043 -2.448
H -0.262 2.190 0.639
H -1.987 1.087 -0.179
H -2.144 -2.564 -2.513
H -0.710 -1.752 -2.488
H 0.342 -0.607 2.076
H -1.180 0.543 2.133
H 3.355 1.820 -0.160
H 2.922 2.956 1.170
H 2.002 3.021 -0.413
```

---

Below is one molecule with the formula C9H10N2O2S, with properties calculated with ωB97M-V with the def2-TZVPD basis set.

SMILES string: O[C@@H]1NC(=S)N(c2ccccc2)[C@H]1O
Relative energy (zero: lowest compared OMol25 entry of this formula, charge and spin): 10.8 kcal per mole
HOMO level: -0.299 Ha
LUMO level: 0.0150 hartree
E: -27405.9541 eV

Geometry as XYZ:
```
24
C9H10N2O2S, DFT ωB97M-V with the def2-TZVPD basis set
O -3.417 -0.800 -1.013
C -2.796 -0.369 0.164
N -2.590 1.047 0.233
C -1.291 1.404 0.012
S -0.816 2.951 -0.219
N -0.537 0.274 -0.014
C 0.869 0.207 -0.067
C 1.487 -0.777 -0.832
C 2.867 -0.845 -0.886
C 3.640 0.065 -0.186
C 3.025 1.042 0.577
C 1.646 1.113 0.646
H 1.170 1.870 1.248
H 3.620 1.752 1.131
H 4.717 0.011 -0.235
H 3.338 -1.611 -1.484
H 0.894 -1.482 -1.394
C -1.342 -0.911 0.165
O -0.975 -1.521 1.368
H -1.311 -2.423 1.399
H -1.232 -1.600 -0.686
H -3.324 1.726 0.121
H -3.349 -0.723 1.050
H -4.290 -0.398 -1.095
```

---

Below is one molecule with the formula C9H10N2O2S at a distorted geometry, with properties calculated with ωB97M-V with the def2-TZVPD basis set.

SMILES string: C#CCCCSc1nc(O)cc(O)n1
Relative energy (zero: lowest compared OMol25 entry of this formula, charge and spin): 51.0 kcal per mole
HOMO level: -0.328 Ha
LUMO level: 0.0257 hartree
E: -27404.2127 eV

Geometry as XYZ:
```
24
C9H10N2O2S, DFT ωB97M-V with the def2-TZVPD basis set
C 0.578 3.162 2.682
C -0.525 2.893 2.251
N -0.301 -2.754 -0.356
N 0.949 -0.929 -1.033
O 0.376 -4.814 -0.494
O 2.913 -1.141 -2.044
S -1.394 -0.377 0.165
C -0.126 -1.458 -0.472
C 0.662 -3.526 -0.759
C 1.909 -1.756 -1.398
C 1.825 -3.068 -1.325
C -1.822 2.514 1.640
C -0.750 1.261 -0.315
C -1.653 2.426 0.126
H 1.578 3.282 3.074
H -0.481 -4.789 -0.058
H 2.544 -0.254 -2.072
H 2.609 -3.740 -1.681
H -2.607 3.284 1.897
H -2.120 1.549 2.006
H 0.243 1.263 0.118
H -0.620 1.305 -1.394
H -2.616 2.318 -0.383
H -1.172 3.348 -0.175
```

---

Below is a 2-piece molecular cluster, C9H10N2O3S overall at a distorted geometry, with properties calculated with ωB97M-V with the def2-TZVPD basis set.

SMILES string: N/C(O)=C(/c1ccccc1)[N+](=O)[O-].C=S
Relative energy (zero: lowest compared OMol25 entry of this formula, charge and spin): 92.1 kcal per mole
HOMO level: -0.303 Ha
LUMO level: 0.0008 hartree
E: -29448.5217 eV

Geometry as XYZ:
```
25
C9H10N2O3S, DFT ωB97M-V with the def2-TZVPD basis set
C 2.416 -1.713 -0.566
C 1.713 -1.243 -1.676
C 1.870 -1.525 0.673
C 0.504 -0.609 -1.529
C 0.678 -0.833 0.881
C -0.032 -0.353 -0.218
C -2.480 -0.327 0.552
C 2.298 2.410 0.204
C -1.371 0.297 0.019
N -3.710 0.151 0.832
N -1.519 1.640 -0.314
O -2.363 -1.624 0.851
O -2.600 2.198 -0.035
O -0.601 2.178 -0.947
S 3.154 1.451 1.184
H 3.335 -2.221 -0.799
H 2.041 -1.291 -2.635
H 2.310 -1.827 1.645
H 0.026 -0.216 -2.349
H 0.296 -0.703 1.946
H 1.169 2.291 -0.078
H 2.663 3.243 -0.232
H -3.702 1.129 1.028
H -4.234 -0.506 1.419
H -1.861 -1.996 0.145
```

---

Below is C9H10N2OS as an isolated structure at a distorted geometry, with properties calculated with ωB97M-V with the def2-TZVPD basis set.

Relative energy (zero: lowest compared OMol25 entry of this formula, charge and spin): 121.6 kcal per mole
HOMO level: -0.343 Ha
LUMO level: -0.0533 hartree
E: -25352.9793 eV

Geometry as XYZ:
```
23
C9H10N2OS, DFT ωB97M-V with the def2-TZVPD basis set
C 2.190 -1.330 0.922
C 2.915 -0.050 -0.960
C -0.698 -0.569 -0.380
C -0.987 0.770 -0.339
C 0.201 -0.952 -1.274
C -0.173 1.787 -0.757
C 2.210 -0.148 0.167
C -1.201 -1.523 0.680
C -2.232 1.221 0.386
N 2.136 -2.252 1.573
N 3.602 0.041 -1.840
O 0.890 1.073 2.047
S 1.617 1.318 0.813
H 0.382 -2.013 -1.436
H 0.439 -0.380 -2.144
H 0.685 1.643 -1.468
H -0.488 2.881 -0.656
H -1.221 -1.198 1.721
H -0.599 -2.449 0.786
H -2.275 -1.942 0.478
H -3.242 0.746 0.046
H -2.308 2.377 0.259
H -1.841 0.951 1.374
```

---

Below is a 2-piece molecular cluster, C9H10N2S overall at a distorted geometry, with properties calculated with ωB97M-V with the def2-TZVPD basis set.

Relative energy (zero: lowest compared OMol25 entry of this formula, charge and spin): 115.2 kcal per mole
HOMO level (spin up / spin down): -0.306 / -0.281 Ha
LUMO level (spin up / spin down): -0.0462 / 0.0075 hartree
E: -23305.7650 eV

Geometry as XYZ:
```
22
C9H10N2S, DFT ωB97M-V with the def2-TZVPD basis set
C 0.981 1.836 -0.328
C 0.455 -3.188 -0.982
C 0.919 -2.113 -1.742
C -0.138 -2.898 0.258
C 0.898 -0.848 -1.361
C -0.088 -1.568 0.806
C 0.476 -0.549 -0.057
C -1.734 1.860 -0.566
C 0.460 0.798 0.415
N 1.496 2.530 -1.114
N -0.247 2.827 2.088
S 0.290 1.162 2.188
H 0.591 -4.164 -1.342
H 1.011 -2.277 -2.765
H -0.501 -3.695 0.914
H 1.450 -0.147 -1.884
H -0.651 -1.409 1.832
H -1.956 0.789 -0.872
H -2.038 2.297 0.424
H -1.098 2.458 -1.084
H -1.013 2.892 2.697
H 0.438 3.408 2.477
```

---

Below is C9H10N3O as an isolated structure at a distorted geometry, with properties calculated with ωB97M-V with the def2-TZVPD basis set.

Charge: +1
Relative energy (zero: lowest compared OMol25 entry of this formula, charge and spin): 130.9 kcal per mole
HOMO level: -0.434 Ha
LUMO level: -0.1579 hartree
E: -16000.4934 eV

Geometry as XYZ:
```
23
C9H10N3O, DFT ωB97M-V with the def2-TZVPD basis set
C -0.217 -1.429 -1.376
C 0.017 0.663 -2.148
C 0.067 1.490 -1.056
C 1.831 -0.524 -1.081
C 0.672 -0.556 -1.918
C 0.689 1.004 0.077
C 1.984 0.442 -0.125
C -1.455 0.381 1.152
C -1.846 -1.121 0.840
N -0.960 -1.969 -0.614
N -0.047 0.822 1.175
N 2.952 0.605 0.794
O -3.143 -1.065 0.458
H -0.761 0.659 -2.780
H -0.758 2.104 -0.792
H 2.492 -1.286 -1.198
H -1.920 0.934 0.458
H -1.857 0.518 2.271
H -1.482 -1.829 1.521
H 0.462 0.456 1.976
H 3.735 0.065 0.680
H 3.048 1.571 1.297
H -3.504 -1.934 0.389
```

---

Below is a 2-piece molecular cluster, C9H10N3O2P overall at a distorted geometry, with properties calculated with ωB97M-V with the def2-TZVPD basis set.

SMILES string: CNC(N)=C1C=CC(=O)C=C1.N#CP=O
HOMO level: -0.274 Ha
LUMO level: -0.0205 hartree
E: -27346.8549 eV

Geometry as XYZ:
```
25
C9H10N3O2P, DFT ωB97M-V with the def2-TZVPD basis set
C 3.439 0.630 1.112
C 0.031 -1.745 0.053
C 0.469 0.452 -0.824
C 1.263 -2.140 -0.224
C 1.728 0.191 -1.095
C -0.417 -0.448 -0.212
C 2.193 -1.193 -0.861
C -1.711 -0.122 0.134
C -3.400 1.737 0.520
N 2.564 0.550 1.864
N -2.616 -1.043 0.525
N -2.140 1.121 0.078
O 4.800 1.945 -0.654
O 3.418 -1.530 -1.006
P 5.007 0.729 0.111
H -0.618 -2.580 0.543
H 0.145 1.388 -1.140
H 1.694 -3.119 -0.075
H 2.502 0.758 -1.751
H -4.108 1.175 -0.100
H -3.384 2.665 0.002
H -3.547 1.704 1.630
H -2.254 -2.054 0.599
H -3.642 -0.860 0.652
H -1.413 1.788 0.123
```